A 6-piece molecular cluster, C24H66N6O6 overall. Source: OMol25; level of theory: ωB97M-V with the def2-TZVPD basis set.

Bonds (Å) are listed after each position.
Element x y z (Å)
1 C -3.83491 -0.55419 5.12076  O2 1.418, H7 1.094, H8 1.088, H9 1.095
2 O -3.35377 -0.88232 3.82803  C1 1.418, C3 1.439
3 C -4.37049 -0.74223 2.81979  O2 1.439, C4 1.514, H10 1.090, H11 1.100
4 C -3.80349 -1.35475 1.55657  C3 1.514, C5 1.520, N6 1.488, H12 1.091
5 C -4.77880 -1.25204 0.39577  C4 1.520, H13 1.095, H14 1.089, H15 1.091
6 N -3.64539 -2.80896 1.82846  C4 1.488, H16 1.025, H17 1.013
7 H -4.17594 0.48124 5.03287  C1 1.094
8 H -3.11319 -0.66544 5.92684  C1 1.088
9 H -4.66692 -1.19901 5.42316  C1 1.095
10 H -5.32476 -1.09444 3.21257  C3 1.090
11 H -4.46066 0.34567 2.68423  C3 1.100
12 H -2.79388 -0.97255 1.40036  C4 1.091
13 H -4.81145 -0.24151 -0.02531  C5 1.095
14 H -5.79331 -1.52071 0.68800  C5 1.089
15 H -4.49599 -1.90129 -0.43378  C5 1.091
16 H -2.79439 -2.81076 2.39981  N6 1.025
17 H -3.40768 -3.41185 1.05033  N6 1.013
18 C -2.26519 5.50563 1.12673  O19 1.397, H24 1.100, H25 1.098, H26 1.088
19 O -1.82881 6.81853 0.93018  C18 1.397, C20 1.394
20 C -2.70601 7.58377 0.16264  O19 1.394, C21 1.535, H27 1.101, H28 1.099
21 C -2.10978 8.96838 -0.12616  C20 1.535, C22 1.529, N23 1.480, H29 1.095
22 C -2.11435 9.85657 1.11823  C21 1.529, H30 1.087, H31 1.095, H32 1.093
23 N -2.92637 9.74074 -1.08965  C21 1.480, H33 1.015, H34 1.019
24 H -2.52758 5.02801 0.17138  C18 1.100
25 H -3.16996 5.50165 1.74906  C18 1.098
26 H -1.46943 4.92144 1.58444  C18 1.088
27 H -2.90549 7.06134 -0.78590  C20 1.101
28 H -3.70046 7.71020 0.61197  C20 1.099
29 H -1.07768 8.92430 -0.48894  C21 1.095
30 H -1.61596 9.47079 2.00435  C22 1.087
31 H -3.16222 10.07269 1.35151  C22 1.095
32 H -1.78136 10.85976 0.84140  C22 1.093
33 H -2.40893 10.59673 -1.26273  N23 1.015
34 H -2.94149 9.30289 -2.00930  N23 1.019
35 C 3.10427 -3.27398 5.67430  O36 1.414, H41 1.090, H42 1.097, H43 1.091
36 O 2.25781 -3.48640 4.56133  C35 1.414, C37 1.411
37 C 0.88943 -3.21973 4.77996  O36 1.411, C38 1.532, H44 1.098, H45 1.097
38 C 0.11490 -3.63535 3.52563  C37 1.532, C39 1.529, N40 1.449, H46 1.096
39 C 0.57142 -2.88778 2.27203  C38 1.529, H47 1.090, H48 1.096, H49 1.095
40 N -1.32751 -3.51790 3.60482  C38 1.449, H50 1.018, H51 1.012
41 H 3.95633 -2.71752 5.28443  C35 1.090
42 H 3.55063 -4.19626 6.06757  C35 1.097
43 H 2.59595 -2.84516 6.53865  C35 1.091
44 H 0.61304 -3.90103 5.59480  C37 1.098
45 H 0.64874 -2.16435 4.95718  C37 1.097
46 H 0.44552 -4.63895 3.23534  C38 1.096
47 H 1.59805 -3.08240 1.96297  C39 1.090
48 H 0.40686 -1.80412 2.26057  C39 1.096
49 H -0.03499 -3.26979 1.44420  C39 1.095
50 H -1.52902 -2.52972 3.74521  N40 1.018
51 H -1.73645 -4.06205 4.35392  N40 1.012
52 C -1.38137 1.68731 1.00683  O53 1.418, H58 1.094, H59 1.090, H60 1.089
53 O -0.22334 1.51024 0.20823  C52 1.418, C54 1.416
54 C -0.44637 1.55015 -1.18962  O53 1.416, C55 1.532, H61 1.096, H62 1.100
55 C 0.82420 1.01126 -1.85459  C54 1.532, C56 1.519, N57 1.496, H63 1.092
56 C 0.74144 1.18497 -3.36183  C55 1.519, H64 1.089, H65 1.096, H66 1.087
57 N 0.97352 -0.44223 -1.53314  C55 1.496, H67 1.021, H68 1.020
58 H -2.14786 2.36066 0.61260  C52 1.094
59 H -1.10588 2.14254 1.95788  C52 1.090
60 H -1.76103 0.67528 1.13848  C52 1.089
61 H -1.37958 1.01793 -1.40527  C54 1.096
62 H -0.57946 2.56531 -1.59171  C54 1.100
63 H 1.62518 1.49342 -1.29075  C55 1.092
64 H 0.65015 2.23978 -3.61855  C56 1.089
65 H -0.20309 0.71820 -3.66393  C56 1.096
66 H 1.51942 0.64176 -3.89314  C56 1.087
67 H 0.14139 -0.85381 -1.95891  N57 1.021
68 H 0.77148 -0.47992 -0.53391  N57 1.020
69 C 2.96094 -4.99940 -3.61594  O70 1.405, H75 1.101, H76 1.092, H77 1.094
70 O 1.66570 -5.01050 -3.07049  C69 1.405, C71 1.411
71 C 1.16224 -3.71188 -2.84332  O70 1.411, C72 1.537, H78 1.093, H79 1.096
72 C -0.29981 -3.92463 -2.42102  C71 1.537, C73 1.519, N74 1.489, H80 1.091
73 C -1.07352 -4.79529 -3.39601  C72 1.519, H81 1.093, H82 1.092, H83 1.090
74 N -0.98214 -2.62122 -2.19381  C72 1.489, H84 1.024, H85 1.020
75 H 2.86712 -4.49232 -4.58861  C69 1.101
76 H 3.44929 -5.93110 -3.90746  C69 1.092
77 H 3.66938 -4.48702 -2.95819  C69 1.094
78 H 1.66157 -3.22519 -2.00175  C71 1.093
79 H 1.25767 -3.11274 -3.75550  C71 1.096
80 H -0.30609 -4.37740 -1.42799  C72 1.091
81 H -0.94998 -4.42859 -4.41849  C73 1.093
82 H -2.14917 -4.83142 -3.20935  C73 1.092
83 H -0.72856 -5.82745 -3.33112  C73 1.090
84 H -1.33748 -2.31311 -3.10326  N74 1.024
85 H -1.88277 -2.82821 -1.76317  N74 1.020
86 C 5.42062 -2.36777 -4.58119  O87 1.389, H92 1.092, H93 1.098, H94 1.100
87 O 5.66321 -1.20494 -3.86033  C86 1.389, C88 1.423
88 C 4.69310 -1.03621 -2.83356  O87 1.423, C89 1.540, H95 1.097, H96 1.095
89 C 4.85210 0.34427 -2.17027  C88 1.540, C90 1.535, N91 1.474, H97 1.095
90 C 6.31199 0.53480 -1.73452  C89 1.535, H98 1.093, H99 1.092, H100 1.092
91 N 4.01712 0.41020 -0.95752  C89 1.474, H101 1.017, H102 1.022
92 H 5.99631 -2.39151 -5.50885  C86 1.092
93 H 4.39124 -2.58450 -4.89626  C86 1.098
94 H 5.71357 -3.27229 -4.02743  C86 1.100
95 H 3.68886 -1.07653 -3.27362  C88 1.097
96 H 4.69279 -1.84330 -2.09348  C88 1.095
97 H 4.56917 1.10574 -2.90429  C89 1.095
98 H 6.52952 1.37359 -1.06865  C90 1.093
99 H 6.99033 0.64490 -2.58263  C90 1.092
100 H 6.63535 -0.33433 -1.15700  C90 1.092
101 H 3.96247 1.42092 -0.85814  N91 1.017
102 H 3.08024 0.06583 -1.17606  N91 1.022

Orbital gap (eV): 9.54
Energy above the lowest of the compared OMol25 structures with the same formula, charge and spin (kJ/mol): 225.1
Total charge: 0
SMILES: COC[C@H](C)N.COC[C@H](C)N.COC[C@H](C)N.COC[C@H](C)N.COC[C@H](C)N.COC[C@H](C)N
2S+1: 1

Atom charges from the Löwdin analysis, given in e for atoms 1 to 99: number 1, C, carries -0.11; number 2, O, carries -0.23; number 3, C, carries -0.19; number 4, C, carries -0.42; number 5, C, carries -0.06; number 6, N, carries 0.04; number 7, H, carries 0.09; number 8, H, carries 0.08; number 9, H, carries 0.09; number 10, H, carries 0.13; number 11, H, carries 0.13; number 12, H, carries 0.11; number 13, H, carries 0.07; number 14, H, carries 0.08; number 15, H, carries 0.07; number 16, H, carries 0.01; number 17, H, carries 0.06; number 18, C, carries -0.12; number 19, O, carries -0.18; number 20, C, carries -0.23; number 21, C, carries -0.42; number 22, C, carries -0.08; number 23, N, carries 0.02; number 24, H, carries 0.08; number 25, H, carries 0.09; number 26, H, carries 0.08; number 27, H, carries 0.12; number 28, H, carries 0.13; number 29, H, carries 0.13; number 30, H, carries 0.08; number 31, H, carries 0.08; number 32, H, carries 0.07; number 33, H, carries 0.07; number 34, H, carries 0.07; number 35, C, carries -0.11; number 36, O, carries -0.19; number 37, C, carries -0.21; number 38, C, carries -0.44; number 39, C, carries -0.07; number 40, N, carries 0.04; number 41, H, carries 0.09; number 42, H, carries 0.08; number 43, H, carries 0.08; number 44, H, carries 0.13; number 45, H, carries 0.13; number 46, H, carries 0.14; number 47, H, carries 0.08; number 48, H, carries 0.08; number 49, H, carries 0.07; number 50, H, carries 0.06; number 51, H, carries 0.09; number 52, C, carries -0.09; number 53, O, carries -0.19; number 54, C, carries -0.22; number 55, C, carries -0.42; number 56, C, carries -0.05; number 57, N, carries 0.04; number 58, H, carries 0.08; number 59, H, carries 0.09; number 60, H, carries 0.06; number 61, H, carries 0.13; number 62, H, carries 0.12; number 63, H, carries 0.12; number 64, H, carries 0.08; number 65, H, carries 0.08; number 66, H, carries 0.07; number 67, H, carries 0.02; number 68, H, carries 0.07; number 69, C, carries -0.11; number 70, O, carries -0.19; number 71, C, carries -0.20; number 72, C, carries -0.41; number 73, C, carries -0.06; number 74, N, carries 0.02; number 75, H, carries 0.08; number 76, H, carries 0.09; number 77, H, carries 0.08; number 78, H, carries 0.12; number 79, H, carries 0.13; number 80, H, carries 0.14; number 81, H, carries 0.08; number 82, H, carries 0.07; number 83, H, carries 0.08; number 84, H, carries 0.08; number 85, H, carries 0.07; number 86, C, carries -0.15; number 87, O, carries -0.17; number 88, C, carries -0.21; number 89, C, carries -0.43; number 90, C, carries -0.07; number 91, N, carries 0.04; number 92, H, carries 0.09; number 93, H, carries 0.07; number 94, H, carries 0.09; number 95, H, carries 0.11; number 96, H, carries 0.13; number 97, H, carries 0.13; number 98, H, carries 0.07; number 99, H, carries 0.07